1.
Molecular formula: C21H36BFeIN9O2S
Method: DFT, ωB97M-V with the def2-TZVPD basis set

```
72
Properties=species:S:1:pos:R:3:forces:R:3:mulliken_charge:R:1
Fe 0.05664 -0.68372 -0.14458 0.59 2.13 0.20 0.432
C -0.74854 1.10048 -3.30725 -0.08 0.08 0.08 -1.216
C -0.60795 1.87674 -2.03858 -0.09 -0.07 -0.12 0.388
C -0.92979 3.21348 -1.82174 0.03 -0.13 0.08 -1.618
C -0.60446 3.47272 -0.49796 -0.11 0.03 -0.25 0.829
C -0.78772 4.73941 0.26434 0.11 -0.08 0.08 -1.438
N -0.10074 2.34541 0.02409 -0.06 0.38 -0.12 0.321
N -0.09586 1.36420 -0.90638 -0.03 -1.63 0.21 1.496
B 0.47769 2.11057 1.41410 -0.03 0.15 0.13 -1.449
N -0.47415 1.18443 2.15719 -0.14 0.19 0.29 1.017
N -0.88188 0.03771 1.57875 0.44 -1.04 -1.33 0.562
C -1.70520 -0.58810 2.43345 -0.03 -0.06 0.11 0.435
C -2.32585 -1.90606 2.12739 0.09 0.14 0.10 -0.827
C -1.83312 0.19327 3.57730 0.02 -0.06 -0.14 -1.827
C -1.03362 1.30944 3.36820 -0.15 -0.23 0.13 1.111
C -0.78734 2.45113 4.29290 0.03 0.04 -0.13 -1.387
N 1.79478 1.37155 1.25764 0.18 0.19 -0.08 0.607
N 1.82669 0.15659 0.66922 -0.89 -1.55 -0.70 1.077
C 3.08737 -0.30616 0.73480 -0.07 -0.03 0.00 0.321
C 3.49058 -1.63956 0.20674 0.09 0.06 0.15 -1.246
C 3.87333 0.65534 1.36414 -0.06 -0.03 -0.03 -1.599
C 3.02226 1.70231 1.68286 0.25 -0.15 -0.06 1.038
C 3.35465 2.98292 2.36759 -0.18 0.01 0.02 -1.389
H -0.01817 1.44120 -4.04052 -0.03 -0.01 -0.03 0.390
H -1.73453 1.26908 -3.74103 -0.02 -0.01 0.02 0.463
H -0.61186 0.03667 -3.12964 0.06 0.02 -0.11 -0.205
H -1.35032 3.90584 -2.53057 0.01 0.00 -0.02 0.584
H -1.22091 5.49269 -0.38835 0.01 0.02 0.01 0.401
H 0.15989 5.11274 0.65148 -0.01 0.03 -0.01 0.273
H -1.45842 4.58915 1.11062 0.00 0.01 0.00 0.268
H 0.62504 3.13154 2.00194 0.00 0.04 0.01 -0.035
H -2.05836 -2.22634 1.12537 -0.10 -0.03 0.04 -0.370
H -3.41148 -1.84667 2.20828 0.00 -0.04 -0.02 0.430
H -1.98842 -2.65799 2.84151 0.00 -0.04 -0.03 0.362
H -2.42836 -0.02547 4.44692 -0.01 0.01 0.01 0.573
H -1.36154 2.29966 5.20312 0.01 0.04 0.01 0.380
H -1.08497 3.39924 3.84535 -0.01 0.00 0.01 0.268
H 0.26778 2.52397 4.55656 0.00 -0.01 0.01 0.266
H 2.62278 -2.28176 0.10605 0.12 -0.07 0.02 0.051
H 4.20862 -2.10695 0.87902 0.01 0.04 0.03 0.456
H 3.97222 -1.54417 -0.76726 -0.03 -0.02 -0.02 0.181
H 4.92663 0.60139 1.57865 0.01 -0.04 -0.02 0.563
H 4.42648 3.03017 2.54042 0.00 0.02 0.00 0.387
H 2.84630 3.06175 3.32888 0.02 -0.01 0.01 0.254
H 3.05552 3.84195 1.76776 0.04 0.01 -0.01 0.295
N 2.67345 -1.60578 -4.35678 -0.04 0.01 0.00 -0.392
C 2.11705 -1.02552 -3.29878 -0.05 0.26 0.23 0.983
N 2.23901 0.28738 -3.12816 0.21 -0.08 -0.02 -0.262
S 1.25536 -1.98825 -2.18281 -0.57 0.60 0.63 -0.349
H 3.17479 -1.08410 -5.05792 0.04 -0.01 0.02 0.212
H 2.59229 -2.60180 -4.47205 -0.01 0.01 -0.05 0.230
H 2.75006 0.86395 -3.77794 0.05 0.00 0.03 0.211
H 1.86959 0.71578 -2.29255 -0.05 0.01 0.01 -0.108
N 0.50742 -4.69284 1.55869 0.14 0.05 0.12 -0.311
C 0.15269 -3.93027 0.53313 -0.20 -0.11 -0.27 0.625
O 0.31589 -2.69811 0.57442 -0.16 1.07 -0.01 -0.809
C -0.45414 -4.63725 -0.64944 -0.17 0.20 0.07 -0.990
I -2.59047 -4.57642 -0.47645 0.08 -0.23 -0.07 0.106
H 0.91411 -4.27345 2.38138 -0.02 0.05 -0.02 0.262
H 0.41245 -5.69484 1.53744 -0.03 0.01 -0.04 0.216
H -0.18283 -5.68624 -0.70227 0.04 0.01 0.01 0.685
H -0.20073 -4.12575 -1.57107 0.01 -0.02 0.01 0.046
C -3.17274 -1.60291 -3.07834 0.11 0.08 -0.14 -1.092
C -2.82828 -1.11534 -1.70907 -0.33 0.07 0.29 0.469
C -3.94033 -0.70012 -0.80874 0.12 -0.01 0.20 -0.944
O -1.65428 -1.05553 -1.35424 0.90 -0.31 0.48 -0.413
H -4.21700 -1.42936 -3.32377 -0.01 0.02 0.02 0.430
H -2.97622 -2.67696 -3.12249 0.00 0.00 0.06 0.249
H -2.52985 -1.12934 -3.82011 0.01 -0.02 0.02 0.264
H -4.30107 0.27966 -1.13784 -0.01 -0.02 -0.08 0.336
H -3.59802 -0.61710 0.21937 -0.02 0.06 -0.03 0.042
H -4.77991 -1.39130 -0.88235 0.00 0.00 -0.04 0.429
```
Positions in Å, forces in eV/Å.

Energy, eV: -93857.8814
Energy above the lowest of the compared OMol25 structures with the same formula, charge and spin, eV: 0.000
Net charge: +2
Expectation value of S²: 0.884
E_HOMO (spin up / spin down), eV: -14.0 / -14.0
Multiplicity: 2



2.
Molecular formula: C3H6NO3
Method: DFT, ωB97M-V with the def2-TZVPD basis set

```
13
Properties=species:S:1:pos:R:3:forces:R:3:nbo_charge:R:1
C -0.29397 0.59153 0.22650 -2.61 2.37 1.79 -0.133
C -0.75121 -0.76480 0.04921 1.58 2.23 -0.08 0.553
C -0.27677 0.20472 -1.12670 -0.27 -0.66 -1.39 0.513
N 1.22341 0.81890 1.23320 1.06 -0.68 -4.45 -0.818
O 0.26492 -1.12475 -0.86095 -0.49 -0.85 -0.87 -0.476
O -1.71015 -1.47004 0.55484 -0.29 -0.58 -0.01 -0.596
O -0.62110 0.60955 -2.38589 1.07 -0.87 2.11 -0.597
H -0.91392 1.44155 0.67607 0.72 -1.51 -1.03 0.279
H 1.96386 1.43389 0.93016 -0.02 0.79 -0.20 0.418
H 1.60830 -0.07884 1.01015 0.41 -0.88 -0.33 0.400
H 1.21691 0.80189 2.16955 -0.71 0.46 4.67 0.403
H -1.50652 -2.41464 0.49878 -0.19 -0.19 -0.09 0.532
H -0.20376 -0.04896 -2.97494 -0.26 0.36 -0.13 0.523
```
Positions in Å, forces in eV/Å.

Energy, eV: -10829.3319
Energy above the lowest of the compared OMol25 structures with the same formula, charge and spin, eV: 4.633
Net charge: +1
SMILES: [NH3+]C1[C@]2(O)O[C@@]12O
E_HOMO, eV: -13.4
Multiplicity: 1



Question: Number 2 is which compound?
Answer: C3H6NO3



Question: What is the formula in the first record?
Answer: C21H36BFeIN9O2S



Question: The lowest energy above the lowest of the compared OMol25 structures with the same formula, charge and spin belongs to which entry?
Answer: C21H36BFeIN9O2S



Question: net charge of number 1 (C21H36BFeIN9O2S)?
Answer: +2